Entry from the OMol25 dataset: a molecular structure, C60H42N8O4PbS (the ωB97M-V functional and the def2-TZVPD basis).

Summary:
LUMO level (alpha / beta) in eV: -0.859 / -0.904
Orbital gap (alpha / beta) in eV: 5.191 / 5.281
E_HOMO (alpha / beta) in eV: -6.051 / -6.185
Total energy in a.u.: -3641.6769
F_max in eV Å⁻¹: 0.46
Energy above the lowest of the compared OMol25 structures with the same formula, charge and spin in eV: 0.847

The geometry in XYZ format:
```
116
C60H42N8O4PbS, DFT the ωB97M-V functional and the def2-TZVPD basis
Pb 0.03 -0.04 -0.09
C 4.53 -9.26 0.29
O 3.74 -8.67 -0.72
C 3.23 -7.43 -0.47
C 2.47 -6.87 -1.50
C 1.93 -5.61 -1.35
C 2.13 -4.87 -0.18
C 2.87 -5.45 0.84
C 3.43 -6.72 0.71
C 1.57 -3.49 -0.01
C 2.47 -2.43 -0.20
C 3.86 -2.56 -0.56
C 4.33 -1.31 -0.78
C 3.25 -0.39 -0.53
N 2.16 -1.10 -0.18
C 3.31 1.05 -0.51
C 2.65 1.76 0.55
C 3.20 2.87 1.30
C 2.32 3.13 2.31
C 1.22 2.21 2.16
C 0.04 2.22 2.92
C -0.12 3.32 3.92
C -0.03 3.06 5.28
C -0.15 4.09 6.21
C -0.38 5.39 5.79
O -0.53 6.45 6.62
C -0.35 6.23 8.00
C -0.49 5.65 4.42
C -0.35 4.63 3.50
C -1.03 1.30 2.81
N -1.06 0.21 2.01
C -2.26 -0.40 2.15
C -2.62 -1.62 1.55
C -4.08 -1.96 1.51
C -4.83 -1.48 0.44
C -6.21 -1.69 0.37
C -6.84 -2.39 1.39
O -8.18 -2.62 1.43
C -8.98 -2.07 0.41
C -6.10 -2.90 2.44
C -4.73 -2.68 2.50
C -1.71 -2.54 0.98
C -1.93 -3.95 0.76
C -0.74 -4.49 0.41
C 0.21 -3.40 0.35
N -0.42 -2.25 0.69
C -3.07 0.36 3.07
C -2.30 1.40 3.51
N 1.48 1.39 1.10
C 4.01 1.81 -1.56
C 4.72 1.20 -2.60
C 5.25 1.92 -3.66
C 5.06 3.30 -3.73
O 5.52 4.09 -4.73
C 6.51 3.54 -5.59
C 4.31 3.92 -2.73
C 3.80 3.20 -1.68
H 4.87 -10.21 -0.10
H 3.96 -9.43 1.21
H 5.41 -8.64 0.53
H 2.33 -7.44 -2.41
H 1.36 -5.17 -2.16
H 3.04 -4.89 1.75
H 4.00 -7.13 1.52
H 4.40 -3.49 -0.62
H 5.35 -1.03 -0.99
H 4.16 3.32 1.13
H 2.43 3.86 3.09
H 0.15 2.05 5.61
H -0.06 3.85 7.27
H -0.47 7.20 8.48
H 0.64 5.84 8.22
H -1.11 5.54 8.40
H -0.68 6.67 4.10
H -0.42 4.84 2.44
H -4.34 -0.92 -0.35
H -6.75 -1.31 -0.48
H -10.01 -2.31 0.66
H -8.74 -2.51 -0.57
H -8.87 -0.99 0.35
H -6.61 -3.45 3.22
H -4.16 -3.07 3.33
H -2.87 -4.47 0.91
H -0.52 -5.52 0.20
H -4.07 0.11 3.38
H -2.56 2.16 4.22
H 4.87 0.13 -2.60
H 5.78 1.40 -4.44
H 6.94 4.38 -6.13
H 6.07 2.84 -6.30
H 7.29 3.04 -5.02
H 4.11 4.99 -2.82
H 3.21 3.71 -0.94
S -3.80 3.14 -6.92
N -3.84 3.62 -5.39
C -3.04 2.82 -4.71
C -2.78 2.89 -3.28
C -3.39 3.84 -2.46
C -3.09 3.86 -1.12
C -2.19 2.91 -0.64
N -1.62 2.00 -1.40
C -1.90 1.96 -2.71
C -1.25 0.92 -3.56
N -0.43 0.03 -2.98
C 0.15 -0.90 -3.72
C -0.06 -1.03 -5.09
C -0.90 -0.13 -5.70
C -1.52 0.86 -4.94
C -2.43 1.83 -5.52
N -2.78 1.90 -6.79
H -4.07 4.55 -2.91
H -3.54 4.58 -0.46
H -1.92 2.89 0.42
H 0.80 -1.59 -3.19
H 0.44 -1.80 -5.65
H -1.11 -0.18 -6.76
```